1.
23
Properties=species:S:1:pos:R:3:forces:R:3 method="wB97M-V/def2-TZVPD" charge=+1 orbital_gap_ev=8.63
C -3.43165 -0.09576 0.18936 2.5 -0.1 -0.6
C -2.95078 1.18486 0.10379 2.5 -3.2 -0.2
C -2.51982 -1.14768 0.01723 -2.0 -1.6 0.3
C -1.58855 1.36569 -0.05737 -0.1 2.1 -0.4
C -1.16979 -0.97564 -0.21463 0.3 -1.3 0.7
C -0.70436 0.33036 -0.26456 -0.1 -0.3 0.2
C 1.34441 1.54218 -0.06973 1.4 5.7 0.0
C -0.23750 -2.22494 -0.09424 -6.6 0.4 0.6
N 0.74297 0.49443 -0.38292 -0.7 -2.0 -0.7
N 1.71935 2.68884 -0.04478 -1.8 -2.9 0.1
O 4.81175 -1.65894 0.07844 0.8 -2.4 -0.3
O 3.28977 0.44600 -0.09366 1.1 -0.3 -0.5
P 4.56909 -0.26738 0.00720 -2.1 1.4 0.7
H -4.41033 -0.21465 0.47123 -2.2 -0.8 0.3
H -3.51173 1.99604 0.26900 -2.2 2.8 0.5
H -2.94359 -2.20761 0.12293 0.9 1.6 -0.2
H -1.39838 2.44600 -0.00122 1.1 -0.6 -0.3
H 0.11215 -2.41693 -1.00443 1.8 -1.2 -3.7
H 0.46401 -1.94910 0.55281 3.1 0.4 2.9
H -0.92981 -3.08785 0.23695 1.6 1.3 -0.3
H 1.31601 -0.26972 -0.78912 -0.5 0.6 0.7
H 1.85603 3.47038 0.58335 0.3 -0.4 0.1
H 5.57077 0.55142 0.38436 1.1 0.8 0.0

2.
13
Properties=species:S:1:pos:R:3:forces:R:3 method="wB97M-V/def2-TZVPD" smiles=N#C[C@H]1[C@H]2CCN21 orbital_gap_ev=10.75
N 2.19858 0.76181 1.71650 -0.1 -0.2 -0.8
C 1.74694 0.54466 0.67578 0.4 0.0 0.7
C 1.11085 0.38104 -0.61596 0.1 0.0 0.1
C 0.02695 -0.56879 -0.95518 0.0 -0.3 -0.2
C -0.95484 -0.93880 0.11591 0.0 -0.2 0.1
C -0.90817 0.51200 0.58473 0.1 0.3 -0.1
N -0.27507 0.89195 -0.79773 -0.3 0.2 0.5
H 1.79840 0.57900 -1.43701 -0.3 0.2 0.1
H 0.07722 -1.06855 -1.91891 -0.1 0.2 0.0
H -1.90985 -1.00590 -0.41513 0.0 -0.4 0.2
H -0.83538 -1.80440 0.76347 0.2 0.1 0.1
H -1.87392 0.87028 0.95003 0.0 0.6 -1.0
H -0.20172 0.84571 1.33350 -0.1 -0.5 0.3

3.
107
Properties=species:S:1:pos:R:3:forces:R:3 method="wB97M-V/def2-TZVPD" charge=+2 orbital_gap_ev=6.67
Ti 13.44665 14.16448 12.22080 -0.2 0.0 -1.0
C 9.02658 16.95050 14.52449 0.7 -1.7 -0.6
N 9.83575 15.89713 13.83272 -2.3 0.2 -0.5
C 9.26469 14.94982 12.93672 2.0 0.0 0.5
C 10.33881 14.30000 12.40404 0.8 1.4 1.2
N 11.51173 14.89798 12.88744 -0.5 -0.7 0.0
C 11.16711 15.84414 13.77317 -0.5 -1.5 -1.9
P 12.42260 16.84445 14.57938 -0.5 -0.1 1.5
C 13.51357 15.45224 15.08843 -0.8 0.3 0.2
N 14.00074 14.52914 14.28904 1.2 -0.8 0.1
C 14.89167 13.77069 15.04869 -1.9 2.4 1.3
C 14.83950 14.23706 16.34313 0.5 -1.0 -1.0
N 13.95954 15.27038 16.34230 0.6 -0.1 -0.4
C 13.79154 16.15515 17.45771 1.1 0.0 0.0
C 13.39058 17.25345 13.16314 1.0 0.5 -1.1
N 13.90502 16.38521 12.31729 0.9 -0.4 -0.7
C 14.83828 17.05834 11.54634 -0.8 1.1 1.5
C 14.88118 18.37798 11.97776 -0.6 -1.2 -0.3
N 13.94033 18.47994 12.96986 -0.6 -0.1 0.6
C 13.38244 19.64844 13.67464 1.4 1.1 0.3
H 9.05912 17.81460 13.87636 -0.4 0.4 0.2
H 9.50986 17.09303 15.47368 0.0 0.5 0.4
H 8.04785 16.48860 14.67333 0.0 0.6 0.0
H 8.24665 14.65999 12.70377 -0.1 0.8 0.7
H 10.35300 13.40808 11.82201 0.1 -0.2 -0.6
H 15.50733 13.08014 14.61508 1.2 -1.8 -0.8
H 15.36587 13.87792 17.22306 -0.2 0.3 -0.2
H 13.87538 15.53343 18.33390 -0.3 0.1 0.5
H 12.83637 16.58956 17.32107 -0.8 0.8 0.5
H 14.61334 16.89011 17.46594 -0.5 -0.1 0.1
H 15.41132 16.56660 10.79805 0.3 -0.1 -0.4
H 15.50523 19.18153 11.65056 0.0 0.4 0.0
H 12.29690 19.69992 13.51594 0.5 0.0 0.0
H 13.89408 20.55906 13.27285 -0.6 -0.7 0.2
H 13.64734 19.62699 14.76412 -0.4 -0.2 -1.0
O 15.08650 10.90613 11.22298 -1.7 1.0 0.9
S 13.84465 11.46829 11.74236 2.9 -0.2 -1.5
O 13.92611 12.33449 12.97188 0.1 -0.3 0.4
N 13.16710 12.60320 10.86997 0.0 0.3 -0.1
C 13.16904 12.73964 9.46121 0.4 -0.7 0.0
C 13.46104 11.78393 8.48902 -1.2 1.3 1.0
C 13.31772 12.22792 7.16244 0.2 0.4 -1.6
C 12.97854 13.49313 6.75340 0.4 0.9 2.9
C 12.77764 14.52583 7.78244 0.0 -1.4 -1.1
C 12.50090 15.87869 7.49961 -0.2 1.5 0.9
C 12.29896 16.74118 8.59306 0.1 -1.7 -0.1
C 12.43160 16.21258 9.88415 0.5 -0.7 0.1
N 12.77564 14.94978 10.19173 -0.3 0.9 -0.6
C 12.87999 14.09616 9.13310 0.2 0.0 -0.5
C 12.82074 10.16948 12.05493 -2.1 -1.1 1.6
C 11.52094 10.39512 12.57951 1.4 2.9 -1.4
C 10.64558 9.41500 12.80301 -1.0 -1.5 0.1
C 11.06937 8.10296 12.67337 -0.9 -0.7 0.3
C 12.36902 7.86252 12.38105 1.2 -1.3 0.0
C 13.24913 8.86062 12.04573 1.1 0.3 -0.4
H 13.65824 10.73697 8.70701 0.2 0.3 0.1
H 13.55664 11.57743 6.33570 0.0 -0.5 0.1
H 13.00524 13.79300 5.74020 -0.2 0.1 -0.9
H 12.45904 16.32510 6.48887 0.0 -0.8 0.5
H 12.02185 17.78166 8.57374 0.1 0.1 -0.6
H 12.33425 16.87893 10.71170 -0.3 0.3 0.4
H 11.21442 11.43950 12.64738 -0.1 -0.2 0.2
H 9.62674 9.58774 13.05587 -0.5 0.4 0.3
H 10.39968 7.25412 12.82771 0.1 0.4 0.1
H 12.79221 6.86858 12.45369 -0.3 -0.1 -0.2
H 14.27061 8.59079 11.81277 0.0 0.2 -0.1
N 10.84828 18.86961 11.78628 -0.2 0.7 -0.8
C 10.56041 19.76118 11.08365 0.3 -1.3 1.4
N 10.15076 20.81216 10.41602 -0.2 0.5 -0.3
C 10.12444 22.08850 11.18870 0.2 -0.5 0.1
C 11.52256 22.72346 11.07664 -0.6 1.8 0.9
O 11.93798 22.88809 9.74076 -0.3 0.7 0.8
C 12.00505 21.68721 9.10441 -0.1 -1.9 -1.5
C 10.67102 20.96691 9.04488 -0.1 0.7 0.5
H 9.83758 21.81038 12.23338 0.3 0.6 -0.8
H 9.35088 22.68684 10.70686 0.1 0.2 0.2
H 12.21810 22.13050 11.67212 0.3 -0.3 -0.2
H 11.57014 23.76838 11.48172 -0.4 -1.0 -0.1
H 12.67540 20.99698 9.60049 0.8 -0.2 0.2
H 12.31031 21.84628 8.07334 0.4 0.1 0.0
H 10.69298 19.99420 8.59669 0.3 -0.5 -0.4
H 10.02589 21.59890 8.46203 -0.8 0.1 0.0
C 21.08284 10.68924 10.27465 -0.3 0.4 -0.6
C 20.82036 12.09537 9.62463 -0.8 -0.7 -0.2
C 20.52426 11.98287 8.12376 -2.9 0.3 -0.1
C 22.06995 12.90381 9.70404 1.6 0.8 1.1
C 19.68977 12.76205 10.39420 0.1 0.4 -0.3
C 19.95778 13.23395 11.67338 0.5 -0.3 0.8
C 19.00327 13.84406 12.47469 0.3 -0.1 -0.4
C 17.76754 14.00870 11.94017 -1.4 -0.3 -0.4
O 16.59932 14.52382 12.56339 0.4 -0.8 -1.0
B 15.61392 14.24896 11.61535 -0.2 0.5 0.6
O 16.10694 13.81095 10.41127 0.2 -0.5 -0.1
C 17.44903 13.53014 10.66729 0.8 0.9 0.6
C 18.41979 12.96758 9.85540 -1.2 0.0 -1.1
H 21.83486 10.20305 9.67165 0.7 -0.1 0.1
H 20.24822 9.98659 10.20158 -0.3 0.4 0.1
H 21.38591 10.77730 11.32879 0.0 0.0 -0.4
H 21.16819 11.34050 7.61112 1.4 -1.0 -0.5
H 20.49735 12.92386 7.54809 0.3 0.0 0.7
H 19.50225 11.56178 7.90336 0.9 0.1 0.4
H 22.84796 12.40068 9.14990 0.3 -0.1 -0.5
H 22.50621 12.96441 10.71755 -0.4 0.0 -0.2
H 21.98705 13.93584 9.33518 -0.2 -0.3 0.0
H 20.94520 13.07516 12.13056 -0.5 0.1 -0.4
H 19.23216 14.14547 13.46062 0.2 0.4 0.9
H 18.13324 12.74343 8.79911 0.5 0.0 1.1

4.
44
Properties=species:S:1:pos:R:3:forces:R:3 method="wB97M-V/def2-TZVPD" smiles="O=C(CCCc1ccccc1)NCCN1CCOCC1" orbital_gap_ev=9.74
O 1.98613 3.40675 1.17440 0.2 0.3 -0.3
C 1.38489 2.44063 1.58893 -0.5 -0.1 0.5
N 1.98916 1.26458 1.90469 0.2 -0.3 0.3
H 1.38867 0.46977 2.06238 -0.1 0.2 -0.1
C 3.29435 0.92977 1.38589 0.1 0.0 -0.3
H 3.76023 0.19981 2.05123 0.0 0.1 0.0
C 3.17443 0.39125 -0.04833 -0.1 0.1 0.2
N 2.10975 -0.59521 -0.14961 0.2 -0.1 -0.1
C 2.48112 -1.89327 0.39002 -0.3 -0.2 0.0
C 1.26349 -2.81756 0.33879 0.3 0.0 0.2
O 0.79409 -2.97656 -0.97697 0.1 -0.2 0.0
C 0.45449 -1.72702 -1.53166 0.0 0.4 -0.2
C 1.64234 -0.76483 -1.51678 -0.3 -0.2 0.0
H 1.32345 0.20477 -1.90445 0.0 0.0 0.0
H 2.43975 -1.16430 -2.16750 0.0 0.1 0.0
H 0.13169 -1.92252 -2.55523 0.0 0.1 0.0
H -0.38210 -1.28416 -0.97080 0.1 0.0 -0.1
H 1.52160 -3.81565 0.69692 0.0 0.1 0.1
H 0.46399 -2.39826 0.97004 0.1 0.0 0.0
H 2.80572 -1.77944 1.42568 0.0 -0.1 0.0
H 3.30428 -2.34830 -0.18923 0.0 0.0 0.1
H 4.14715 -0.00618 -0.38176 0.0 0.0 0.0
H 2.90513 1.22881 -0.69556 0.1 0.0 0.0
H 3.89478 1.84103 1.37747 0.0 -0.1 0.1
C -0.11697 2.41097 1.81890 0.1 0.1 -0.3
H -0.33188 1.96979 2.79432 0.0 0.0 0.0
H -0.49913 3.43153 1.80059 0.1 0.0 0.1
C -0.76772 1.57991 0.70881 -0.2 0.1 0.3
H -0.28001 0.60348 0.64575 0.0 0.0 -0.1
H -0.61531 2.07921 -0.25016 0.0 0.0 -0.1
C -2.26905 1.36660 0.93559 0.3 0.0 -0.2
C -2.79724 0.40681 -0.09203 -0.1 0.0 0.1
C -3.18929 0.85573 -1.34658 0.0 0.0 0.0
C -3.61434 -0.03693 -2.31420 0.0 0.0 -0.1
C -3.64963 -1.39383 -2.04112 0.0 -0.1 -0.1
C -3.26202 -1.85265 -0.79416 0.0 -0.1 0.0
C -2.83723 -0.95684 0.17133 -0.1 0.0 0.0
H -2.53771 -1.32029 1.14507 0.0 0.0 0.1
H -3.28594 -2.90983 -0.57434 0.0 -0.1 0.0
H -3.98031 -2.09117 -2.79632 0.0 -0.1 -0.1
H -3.91927 0.32717 -3.28452 0.0 0.0 -0.1
H -3.16388 1.91411 -1.56392 0.0 0.1 0.0
H -2.78900 2.32366 0.86614 0.0 0.0 0.1
H -2.42909 0.96271 1.93786 0.0 0.0 0.0

5.
11
Properties=species:S:1:pos:R:3:forces:R:3 method="wB97M-V/def2-TZVPD" smiles="S=C/C=C/CCl" orbital_gap_ev=8.12
C -1.61067 0.00698 0.55328 1.0 -0.2 0.8
C -0.19542 -0.34491 0.32065 0.6 -1.1 -0.6
C 0.63284 0.55151 -0.22781 -1.1 1.4 1.5
C 1.88206 0.07236 -0.72463 1.3 -0.1 0.1
H -1.67316 1.04166 0.32423 -0.7 0.9 -0.2
H -1.86426 -0.15043 1.58136 -0.5 -0.2 0.6
H 0.19168 -1.40203 0.45156 -0.8 1.3 -0.3
H 0.38125 1.68264 -0.16795 0.3 -2.0 -0.9
H 2.14510 0.54324 -1.67452 0.5 -0.2 0.1
S 2.79009 -1.06078 0.01843 -0.1 0.5 -0.7
Cl -2.67952 -0.94024 -0.45459 -0.5 -0.3 -0.4

Across the entries above, F_max takes the values 6.67, 1.16, 3.52, 0.72, 2.36 eV/A, respectively.
Across the entries above, relative energy (zero: lowest compared OMol25 entry of this formula, charge and spin) takes the values 78.0, 67.6, 12.5, 31.4, 30.5 kcal/mol, respectively.
Across the entries above, highest occupied orbital energy takes the values -12.8, -9.9, -12.2, -9.0, -8.8 eV, respectively.